Entry 1:
Molecular formula: C4H12NO3
Method: DFT, wB97M-V/def2-TZVPD

net charge	-1
multiplicity	1
HOMO	-4.092	eV
strongest force on any atom	5.886	eV/A
HOMO-LUMO gap	8.09	eV
energy above the lowest of the compared OMol25 structures with the same formula, charge and spin	25.6	kcal/mol

Geometry as XYZ:
```
20
Properties=species:S:1:pos:R:3:mulliken_charge:R:1
O 0.68 -0.51 -1.79 -0.84
O 3.19 -0.35 -1.90 -0.78
O 0.67 -0.90 0.66 -0.70
N -0.28 1.35 -0.81 -0.45
C -0.61 -0.48 0.95 0.79
C -0.90 -0.55 2.43 -1.41
C -0.91 0.95 0.48 -1.06
C -0.48 0.26 -1.82 -0.32
H 2.13 -0.24 -1.82 0.48
H -1.98 0.97 0.24 0.32
H -0.71 1.73 1.25 0.38
H -1.29 -1.27 0.42 0.12
H 0.76 -0.77 -0.47 0.35
H -0.38 0.82 -2.82 0.25
H -0.97 -1.64 2.62 0.35
H -1.66 0.15 2.80 0.34
H -1.40 -0.28 -1.73 0.30
H 3.31 -0.61 -0.98 0.28
H 0.76 1.58 -0.57 0.32
H 0.10 -0.19 2.84 0.32
```

***

Entry 2:
Molecular formula: C43H34ClN3O6PS2Se2Yb
Method: DFT, wB97M-V/def2-TZVPD

net charge	0
multiplicity	2
expectation value of S²	0.751
HOMO	-6.862	eV
strongest force on any atom	3.403	eV/A
HOMO-LUMO gap	4.69	eV
energy above the lowest of the compared OMol25 structures with the same formula, charge and spin	2.4	kcal/mol

Geometry as XYZ:
```
93
Properties=species:S:1:pos:R:3:mulliken_charge:R:1
Yb 2.50 0.44 0.33 0.84
Se 2.84 3.89 -2.61 0.06
Se 4.51 2.44 -1.34 -0.15
Cl 2.25 0.99 7.82 -0.23
S -1.97 1.40 -2.32 -0.68
S -3.46 0.71 0.85 -0.54
P -3.50 1.44 -0.95 1.12
O 1.15 0.60 2.08 0.52
O 4.22 -7.55 1.71 -0.50
O 2.46 -1.85 -0.46 -0.53
O 3.05 -1.40 1.64 -0.52
O 3.62 -7.03 -0.49 -0.48
O 3.84 1.41 1.69 -0.52
N 3.90 -0.34 -2.02 -0.11
N -0.24 -0.53 -0.13 0.42
N 1.34 3.08 -0.29 0.35
C 3.85 -1.18 -4.27 -0.71
C -5.80 -0.14 -1.17 -0.41
C 3.01 -2.18 0.66 0.76
C 1.61 4.09 -1.14 0.12
C 3.88 -8.14 0.40 -0.21
C 0.48 1.29 4.23 -0.93
C 1.47 0.97 3.28 0.28
C 4.65 1.01 -3.85 -0.57
C -4.63 5.99 -0.40 -0.42
C 0.01 4.49 1.12 -1.07
C -5.17 3.63 -0.10 -0.70
C -3.96 3.28 -0.75 0.44
C -4.79 0.58 -1.88 0.38
C 3.70 -5.85 0.24 0.78
C 2.86 0.77 3.81 1.16
C -3.11 4.28 -1.25 -0.39
C -6.78 -0.57 -3.34 -0.36
C 2.05 1.11 6.08 0.15
C -5.86 0.24 -3.97 -0.56
C 3.74 -1.36 -2.89 0.10
C -2.94 -3.67 0.07 -0.58
C 4.09 -5.30 2.61 -1.05
C 3.92 0.87 2.86 -0.26
C 0.50 3.25 0.74 -0.37
C -3.48 5.64 -1.06 -0.48
C 4.33 0.00 -4.74 -0.23
C 3.42 -4.56 -0.12 -1.11
C -4.87 0.89 -3.23 -0.69
C -1.05 -1.72 -0.17 0.36
C -5.55 4.96 -0.05 -0.46
C 3.83 -3.98 2.23 -0.29
C 3.10 0.87 5.20 -0.97
C 0.21 5.54 0.25 -0.40
C 4.33 0.85 -2.45 0.39
C -1.78 -2.03 -1.33 -0.41
C 3.95 -6.19 1.57 0.94
C -1.18 -2.45 1.01 -0.21
C 0.86 5.31 -0.94 -0.50
C -2.76 -3.01 -1.18 -0.45
C 3.43 -3.61 0.94 0.03
C 0.74 1.36 5.61 -0.65
C -2.14 -3.40 1.15 -0.81
C -6.74 -0.75 -1.96 -0.61
H -4.23 1.62 -3.71 0.42
H 0.36 2.42 1.38 0.83
H -7.58 -1.21 -1.43 0.34
H 4.40 -5.54 3.65 0.37
H 3.84 -3.19 2.97 0.52
H -0.57 4.58 2.03 0.50
H 5.18 1.90 -4.19 0.44
H 4.40 0.20 -5.79 0.43
H -0.39 -0.13 0.80 -0.07
H -1.75 -1.45 -2.32 0.36
H -2.85 6.48 -1.35 0.38
H -0.05 1.65 6.32 0.40
H -0.61 0.16 -0.83 -0.23
H 4.11 0.65 5.60 0.36
H 4.74 -8.72 0.05 0.26
H -0.61 -2.04 1.87 0.31
H -0.57 1.43 3.95 0.53
H -2.37 3.93 -1.92 0.38
H -3.73 -4.44 0.13 0.33
H -5.63 -0.25 -0.11 0.38
H -4.79 7.05 -0.08 0.32
H 0.90 6.00 -1.81 0.30
H -0.17 6.53 0.50 0.43
H -3.53 -3.21 -1.92 0.39
H -6.03 0.41 -5.04 0.35
H -6.63 5.24 0.22 0.27
H 3.52 -2.01 -4.96 0.34
H 4.88 0.50 3.24 0.34
H 3.45 -2.33 -2.46 0.14
H -2.28 -3.93 2.08 0.43
H -5.75 2.81 0.21 0.47
H -7.69 -1.01 -3.87 0.28
H 2.88 -8.68 0.61 0.25
H 3.19 -4.26 -1.14 0.39
```

***

Entry 3:
Molecular formula: CH2Cl2O3
Method: DFT, wB97M-V/def2-TZVPD

net charge	0
multiplicity	1
HOMO	-10.549	eV
structure (SMILES)	OC(O)(Cl)OCl
strongest force on any atom	3.583	eV/A
HOMO-LUMO gap	9.21	eV
energy above the lowest of the compared OMol25 structures with the same formula, charge and spin	20.4	kcal/mol

Geometry as XYZ:
```
8
Properties=species:S:1:pos:R:3:mulliken_charge:R:1
Cl 1.18 -1.99 -0.07 -0.33
Cl 3.45 0.47 0.08 0.09
O 0.52 0.46 -1.25 -0.42
O 1.78 0.58 0.63 -0.28
O -0.33 -0.06 0.71 -0.48
C 0.79 0.02 -0.04 0.70
H -0.30 0.04 -1.58 0.36
H -0.29 -0.70 1.45 0.37
```

***

The highest HOMO-LUMO gap belongs to which entry?
CH2Cl2O3

***

HOMO-LUMO gap of number 2 (C43H34ClN3O6PS2Se2Yb)?
4.69 eV

***

Which value of HOMO does entry 1 give?
-4.092 eV